1:
Formula: C35H34Cl2IrN7O2S2
Source: the OMol25 dataset
Level of theory: wB97M-V/def2-TZVPD

Cartesian coordinates (Å):
Ir: 0.011 -0.676 -0.010
C: 1.191 3.113 2.362
C: 0.503 1.853 1.915
N: 0.974 1.173 0.908
N: 2.091 1.720 0.301
C: 2.720 0.914 -0.478
S: 2.260 -0.726 -0.812
S: 4.164 1.469 -1.321
C: 4.909 2.547 -0.051
C: 5.572 1.755 1.038
C: 6.895 1.345 0.901
C: 7.506 0.590 1.889
C: 6.800 0.233 3.029
C: 5.482 0.637 3.175
C: 4.873 1.393 2.185
C: -0.711 1.431 2.610
C: -1.471 2.395 3.303
C: -2.624 2.071 3.979
C: -3.040 0.735 4.024
C: -2.323 -0.238 3.376
C: -1.163 0.080 2.632
O: -0.562 -0.894 2.001
H: 2.268 2.979 2.347
H: 0.883 3.399 3.361
H: 0.975 3.929 1.668
H: 4.138 3.216 0.323
H: 5.636 3.144 -0.602
H: 7.451 1.622 0.013
H: 8.538 0.285 1.772
H: 7.279 -0.351 3.803
H: 4.930 0.373 4.068
H: 3.845 1.709 2.306
H: -1.157 3.429 3.284
H: -3.190 2.838 4.488
H: -3.930 0.467 4.580
H: -2.618 -1.278 3.409
Cl: -4.527 -3.337 0.458
C: -4.383 -1.644 0.419
C: -5.456 -0.833 0.743
C: -5.342 0.543 0.687
Cl: -6.702 1.498 1.079
C: -4.116 1.186 0.311
C: -3.953 2.576 0.200
C: -2.729 3.072 -0.175
C: -1.670 2.187 -0.384
N: -1.803 0.880 -0.267
C: -3.005 0.378 0.039
C: -3.107 -1.089 0.043
O: -2.143 -1.798 -0.289
H: -6.398 -1.278 1.031
H: -4.783 3.239 0.400
H: -2.567 4.135 -0.286
H: -0.683 2.551 -0.642
N: -0.457 -6.976 -1.981
C: -0.033 -6.202 -1.246
C: 0.500 -5.222 -0.345
C: 1.461 -5.548 0.607
C: 1.921 -4.549 1.445
C: 1.421 -3.266 1.297
N: 0.505 -2.958 0.378
C: 0.046 -3.911 -0.423
H: 1.832 -6.561 0.683
H: 2.662 -4.752 2.205
H: 1.751 -2.451 1.928
H: -0.719 -3.630 -1.135
C: -1.204 -1.465 -5.156
C: -1.695 -0.197 -4.456
C: -3.163 0.050 -4.788
C: -0.857 1.008 -4.874
N: -1.656 -0.316 -2.977
N: -0.360 -0.573 -2.430
H: -1.310 -1.370 -6.237
H: -1.785 -2.335 -4.841
H: -0.147 -1.662 -4.962
H: -3.299 0.148 -5.865
H: -3.516 0.961 -4.306
H: -3.785 -0.783 -4.451
H: -1.052 1.249 -5.919
H: 0.215 0.820 -4.791
H: -1.114 1.880 -4.271
H: -2.218 -1.119 -2.710
H: 0.256 0.194 -2.679
H: 0.060 -1.409 -2.840

**Highest occupied orbital energy (spin up / spin down)**: -9.96 / -10.54 eV
**Net charge**: +1
**Spin multiplicity**: 6
**Lowest unoccupied orbital energy (spin up / spin down)**: -3.5 / -5.5 eV

***

2:
Formula: C35H34Cl2IrN7O2S2
Source: the OMol25 dataset
Level of theory: wB97M-V/def2-TZVPD

Cartesian coordinates (Å):
Ir: -0.812 0.627 -0.507
C: -1.957 2.895 2.037
C: -0.580 2.498 1.607
N: -0.281 2.586 0.313
N: 0.792 3.101 -0.150
C: 1.331 2.828 -1.297
S: 0.902 1.532 -2.315
S: 2.612 3.938 -1.780
C: 3.782 3.710 -0.353
C: 4.820 2.743 -0.818
C: 6.053 3.190 -1.278
C: 6.952 2.300 -1.841
C: 6.621 0.959 -1.958
C: 5.405 0.502 -1.475
C: 4.510 1.388 -0.904
C: 0.428 2.013 2.483
C: 0.474 2.324 3.850
C: 1.602 2.060 4.583
C: 2.699 1.430 3.980
C: 2.640 0.997 2.683
C: 1.469 1.186 1.897
O: 1.306 0.573 0.790
H: -1.940 3.903 2.457
H: -2.612 2.907 1.169
H: -2.354 2.223 2.795
H: 4.195 4.692 -0.137
H: 3.195 3.350 0.490
H: 6.309 4.236 -1.201
H: 7.902 2.657 -2.211
H: 7.307 0.274 -2.434
H: 5.148 -0.543 -1.564
H: 3.554 1.043 -0.536
H: -0.348 2.858 4.299
H: 1.671 2.379 5.608
H: 3.593 1.257 4.561
H: 3.468 0.467 2.237
Cl: -3.255 4.081 -3.439
C: -3.746 2.452 -3.270
C: -4.810 1.960 -4.018
C: -5.214 0.646 -3.898
Cl: -6.575 0.092 -4.787
C: -4.510 -0.256 -3.055
C: -4.814 -1.620 -2.910
C: -4.049 -2.397 -2.074
C: -2.964 -1.820 -1.408
N: -2.653 -0.546 -1.523
C: -3.413 0.241 -2.306
C: -3.049 1.637 -2.341
O: -2.162 2.083 -1.560
H: -5.327 2.621 -4.697
H: -5.639 -2.049 -3.456
H: -4.271 -3.444 -1.935
H: -2.334 -2.409 -0.758
N: -6.190 -1.288 2.879
C: -5.053 -1.166 2.848
C: -3.644 -1.047 2.774
C: -2.828 -1.510 3.806
C: -1.458 -1.440 3.627
C: -0.963 -0.910 2.446
N: -1.738 -0.438 1.474
C: -3.051 -0.500 1.635
H: -3.262 -1.902 4.713
H: -0.776 -1.810 4.375
H: 0.100 -0.856 2.275
H: -3.670 -0.120 0.836
C: 2.079 -3.767 -0.729
C: 0.566 -3.826 -0.497
C: 0.263 -4.697 0.724
C: -0.151 -4.383 -1.726
N: 0.008 -2.499 -0.174
N: 0.237 -1.449 -1.095
H: 2.492 -4.770 -0.744
H: 2.564 -3.215 0.073
H: 2.321 -3.294 -1.677
H: 0.479 -5.740 0.509
H: -0.786 -4.611 0.998
H: 0.870 -4.391 1.573
H: 0.129 -5.421 -1.879
H: 0.111 -3.835 -2.629
H: -1.228 -4.336 -1.587
H: 0.390 -2.202 0.718
H: -0.107 -1.740 -2.009
H: 1.226 -1.196 -1.180

**Highest occupied orbital energy (spin up / spin down)**: -9.74 / -10.29 eV
**Net charge**: +1
**Spin multiplicity**: 6
**Lowest unoccupied orbital energy (spin up / spin down)**: -3.5 / -5.5 eV

***

Quick one: most stable of them? 1

***

1:
Formula: C9H36N6O9
Source: the OMol25 dataset
Level of theory: wB97M-V/def2-TZVPD

Cartesian coordinates (Å):
N: 12.209 6.337 10.664
C: 12.044 6.074 12.021
N: 12.840 6.909 12.696
O: 11.277 5.241 12.480
H: 11.378 5.893 10.285
H: 12.314 7.325 10.439
H: 13.675 7.124 12.188
H: 12.905 6.933 13.697
N: 7.328 8.057 8.146
C: 8.293 7.117 8.399
N: 7.772 5.994 8.793
O: 9.485 7.416 8.415
H: 6.446 7.742 7.801
H: 7.651 8.919 7.792
H: 8.363 5.226 8.977
H: 6.784 5.945 8.850
N: 7.833 11.707 11.292
C: 8.333 12.509 12.224
N: 9.318 11.923 12.918
O: 7.966 13.642 12.432
H: 6.842 11.982 11.120
H: 7.970 10.683 11.429
H: 9.713 11.017 12.694
H: 9.877 12.597 13.361
C: 7.226 11.513 16.363
O: 7.215 10.574 17.426
H: 8.271 11.580 16.039
H: 6.600 11.121 15.558
H: 6.874 12.495 16.666
H: 7.644 10.937 18.203
C: 5.000 8.907 13.133
O: 5.316 9.029 11.742
H: 3.901 9.126 13.231
H: 5.204 7.889 13.466
H: 5.577 9.591 13.728
H: 6.261 8.715 11.668
C: 8.399 6.900 15.427
O: 8.950 8.196 15.171
H: 8.926 6.160 14.852
H: 8.454 6.674 16.534
H: 7.348 6.883 15.134
H: 8.780 8.746 15.964
C: 8.336 12.508 7.991
O: 7.918 11.443 7.132
H: 8.727 11.988 8.878
H: 9.077 13.178 7.544
H: 7.505 13.017 8.401
H: 7.260 11.785 6.560
C: 9.025 7.293 11.781
O: 8.333 8.510 12.273
H: 8.256 6.506 11.859
H: 9.075 7.437 10.689
H: 9.989 6.984 12.165
H: 8.533 8.579 13.213
C: 12.503 10.220 11.186
O: 11.846 9.995 12.423
H: 12.851 9.257 10.809
H: 11.852 10.687 10.438
H: 13.381 10.856 11.317
H: 12.360 9.338 12.861

**Highest occupied orbital energy**: -9.48 eV
**Net charge**: 0
**Lowest unoccupied orbital energy**: 0.4 eV

***

2:
Formula: C9H36N6O9
Source: the OMol25 dataset
Level of theory: wB97M-V/def2-TZVPD

Cartesian coordinates (Å):
N: -9.416 3.362 12.158
C: -9.818 3.737 11.032
N: -11.099 4.027 10.947
O: -9.042 4.043 10.134
H: -8.477 3.010 12.278
H: -10.058 2.973 12.835
H: -11.576 4.360 10.121
H: -11.712 3.606 11.631
N: -6.727 1.063 18.799
C: -5.988 1.924 19.482
N: -6.530 2.148 20.650
O: -4.940 2.307 19.042
H: -7.389 0.541 19.355
H: -6.436 0.923 17.842
H: -7.386 1.735 20.991
H: -5.871 2.604 21.265
N: -13.834 -1.314 14.402
C: -14.264 -0.175 14.034
N: -15.302 -0.189 13.313
O: -13.714 0.906 14.345
H: -13.032 -1.357 15.014
H: -14.299 -2.183 14.181
H: -15.655 0.701 12.990
H: -15.738 -1.099 13.279
C: -10.102 9.765 8.259
O: -11.343 10.308 8.206
H: -9.483 10.053 7.409
H: -9.610 9.973 9.209
H: -10.225 8.688 8.144
H: -11.446 10.626 7.306
C: -3.844 1.041 12.965
O: -4.646 0.082 13.579
H: -3.420 0.504 12.116
H: -4.472 1.801 12.502
H: -3.172 1.637 13.583
H: -4.341 -0.781 13.288
C: -3.674 2.130 7.185
O: -2.648 1.242 7.596
H: -3.954 2.873 7.932
H: -3.402 2.560 6.221
H: -4.591 1.578 6.982
H: -1.852 1.770 7.503
C: -5.823 7.270 15.017
O: -4.558 7.432 14.470
H: -5.787 7.521 16.077
H: -6.502 7.896 14.438
H: -6.109 6.223 14.922
H: -3.947 6.961 15.041
C: -16.029 7.021 7.437
O: -14.773 7.005 6.990
H: -16.553 7.624 6.695
H: -16.618 6.104 7.477
H: -16.180 7.529 8.389
H: -14.434 7.871 7.228
C: -11.578 5.041 18.208
O: -12.894 5.007 17.744
H: -11.501 4.209 18.909
H: -10.947 4.873 17.336
H: -11.192 5.861 18.814
H: -12.927 4.346 17.049

**Highest occupied orbital energy**: -9.26 eV
**Net charge**: 0
**Lowest unoccupied orbital energy**: 0.2 eV

***

Quick one: most stable of them? 1